Below is a 7-piece molecular cluster, C40H66Br12O2 overall in a non-equilibrium geometry, with properties calculated with ωB97M-V/def2-TZVPD.

Geometry (Å):
C -0.273893 -4.659341 0.088633
C 1.301070 -4.341108 0.279558
C 1.598834 -2.779694 -0.090767
C 1.666483 -1.941867 1.283955
C 0.193462 -1.677071 1.927705
C -0.446164 -0.428451 1.137030
C -1.906598 -0.765391 0.518962
C -1.924607 -0.469538 -1.078884
C -3.402837 0.065001 -1.443941
C -3.395342 1.288434 -2.487033
C -2.448257 2.520151 -2.079396
C -2.646383 3.058712 -0.578341
C -1.599407 4.266657 -0.364311
C -0.924685 4.288910 1.110508
C 0.168754 3.113661 1.165265
C 1.694175 3.591103 1.012085
C 2.293381 3.480575 -0.470434
C 1.961694 2.105477 -1.236343
C 3.169826 1.493629 -2.074496
C 3.894544 0.246884 -1.435004
C 5.067111 -0.510291 -2.113106
C 5.553048 0.000378 -3.494721
C 4.845302 1.229404 -4.151115
C 3.656651 2.006040 -3.459857
C 2.980989 3.252098 -4.166294
O 2.289655 4.143296 -3.607191
C 3.228334 3.424610 -5.753185
C 4.300059 2.730896 -6.408536
C 5.300035 1.748233 -5.607593
O 6.369828 1.397818 -6.164654
H -0.427855 -5.476404 -0.702244
H -0.716135 -4.972210 1.103708
H -0.779773 -3.714047 -0.309772
H 1.942869 -5.012425 -0.398673
H 1.538598 -4.502449 1.394998
H 0.825425 -2.380200 -0.836972
H 2.663093 -2.739181 -0.547049
H 2.170989 -0.921991 1.157007
H 2.242984 -2.551880 2.062972
H 0.386220 -1.342512 3.005427
H -0.453351 -2.616100 1.945181
H 0.243863 -0.110834 0.277679
H -0.592641 0.427451 1.876919
H -2.179282 -1.859086 0.724622
H -2.673312 -0.115780 1.060978
H -1.778506 -1.483763 -1.608618
H -1.083463 0.238888 -1.382648
H -4.036235 0.361983 -0.538732
H -3.949796 -0.824719 -1.946550
H -2.973353 0.871325 -3.478426
H -4.480620 1.594536 -2.704817
H -2.682755 3.384890 -2.812286
H -1.330250 2.281662 -2.249086
H -2.553677 2.216265 0.190743
H -3.723657 3.464600 -0.504986
H -2.082334 5.270823 -0.609906
H -0.731256 4.080193 -1.100804
H -1.773953 3.976334 1.836067
H -0.549557 5.317216 1.430750
H 0.081640 2.638530 2.219312
H -0.164157 2.304537 0.432559
H 2.320317 3.071243 1.822158
H 1.711310 4.717765 1.284956
H 2.040004 4.398409 -1.126932
H 3.447532 3.518528 -0.358640
H 1.653281 1.330826 -0.457038
H 1.068041 2.329648 -1.936600
H 3.511259 -0.151881 -0.427057
H 5.547333 -1.411756 -1.601035
H 6.421012 -0.508175 -4.041751
H 2.536087 4.141576 -6.308261
H 4.398258 2.915710 -7.544045
Br 3.752202 -4.447580 3.433454
C 4.685977 -3.290433 4.693527
C 3.961034 -3.223088 6.014345
Br 2.393664 -2.068209 5.900945
H 4.797040 -2.319042 4.211742
H 5.670869 -3.743518 4.818842
H 4.593853 -2.768117 6.777705
H 3.615539 -4.194321 6.367844
Br -2.923827 -2.899291 3.862091
C -4.842145 -2.549098 3.858495
C -5.498119 -3.107483 2.621767
Br -5.148984 -1.981091 1.068904
H -4.969176 -1.471879 3.965486
H -5.222647 -3.045536 4.751041
H -6.584769 -3.111817 2.730887
H -5.159393 -4.112136 2.368401
Br -6.610748 -3.899538 6.944143
C -8.525571 -3.538450 6.914872
C -9.170299 -4.088723 5.666358
Br -8.802583 -2.962132 4.116192
H -8.647991 -2.461177 7.024983
H -8.920479 -4.037248 7.801594
H -10.257180 -4.087060 5.764068
H -8.834274 -5.094382 5.414319
Br 4.834494 2.238520 -9.828996
C 4.119135 0.460930 -9.473549
C 2.698466 0.333921 -9.964915
Br 1.451222 1.226279 -8.760941
H 4.223613 0.284101 -8.402723
H 4.775383 -0.222066 -10.015555
H 2.386571 -0.711816 -9.971924
H 2.544537 0.760840 -10.955775
Br -2.912451 5.745789 -4.867577
C -1.510781 4.891074 -5.918596
C -2.061476 3.754821 -6.744615
Br -2.390199 2.178162 -5.646259
H -0.733626 4.580185 -5.219961
H -1.119188 5.679693 -6.563549
H -1.332470 3.433904 -7.490922
H -3.000447 3.997451 -7.241945
Br 3.836424 -3.147507 9.711855
C 2.030813 -2.414127 9.766294
C 2.017666 -1.036234 10.379488
Br 2.187925 -1.122999 12.319806
H 1.411845 -3.132181 10.303880
H 1.710096 -2.373111 8.723947
H 1.059453 -0.545667 10.200705
H 2.821746 -0.395370 10.018209

Atoms 1-6, force components in eV/Å:
C 0.5329 -0.0508 -0.1602
C -0.7150 0.7287 -0.2852
C 1.1993 -0.5941 1.0534
C -1.0686 -0.5024 0.3960
C 1.4752 1.1075 -0.2722
C -1.1160 -0.9074 0.2970

Calculated values
- SMILES = CCCCCCCCCCCCCCCCCCc1cccc2c1C(=O)C=CC2=O.BrCCBr.BrCCBr.BrCCBr.BrCCBr.BrCCBr.BrCCBr
- HOMO level (eV) = -8.97
- charge = 0
- frontier orbital gap (eV) = 7.71

Below is a 16-piece molecular cluster, C40H66FN15O3S overall in a non-equilibrium geometry, with properties calculated with ωB97M-V/def2-TZVPD.

Geometry (Å):
C 0.036517 -0.338450 -1.321892
C 1.401329 -1.159259 -1.683489
C 2.236667 -1.276084 -0.312284
C 3.586008 -0.394516 -0.284568
C 3.910751 0.280673 1.148107
C 4.690191 -0.669630 2.182307
C 4.424241 -2.238577 1.993845
C 5.329528 -3.186566 2.948872
C 4.464996 -4.065588 3.982649
C 3.725758 -3.208325 5.119729
O 2.372823 -3.727765 5.399695
S 1.348121 -3.437605 4.094247
O 0.846344 -4.805875 3.655825
O 0.055006 -2.538760 4.771901
F 0.472490 -1.231225 4.646293
H -0.192760 0.314103 -2.228273
H -0.764415 -1.118582 -1.086832
H 0.196318 0.300074 -0.373315
H 2.038317 -0.640140 -2.472004
H 1.108760 -2.233598 -1.982874
H 2.573012 -2.382089 -0.232114
H 1.629835 -1.049866 0.627587
H 3.399132 0.484022 -1.016229
H 4.503069 -0.943428 -0.726740
H 4.630301 1.176037 0.920934
H 2.978221 0.774781 1.621815
H 4.296219 -0.396883 3.236027
H 5.822471 -0.480832 2.235702
H 4.623477 -2.605594 0.920661
H 3.321477 -2.513898 2.204657
H 5.887029 -3.950421 2.281956
H 6.154557 -2.577936 3.481114
H 3.762805 -4.780227 3.423005
H 5.218616 -4.751004 4.532343
H 3.594125 -2.094317 4.834192
H 4.353519 -3.308970 6.082525
C 7.721843 1.520535 -0.490550
C 6.331157 1.995196 -0.790858
N 5.213411 2.382675 -1.040129
H 7.761476 0.431016 -0.541700
H 8.420842 1.937044 -1.217574
H 8.017896 1.845596 0.508428
C -0.252983 1.096952 -5.364585
C 0.128535 -0.303129 -4.983700
N 0.431870 -1.415419 -4.671447
H 0.233067 1.808043 -4.697537
H 0.058417 1.301093 -6.390790
H -1.333879 1.219894 -5.289447
C -3.482433 -0.942400 -6.958379
C -3.420819 0.501650 -6.557198
N -3.368789 1.651281 -6.237965
H -2.661528 -1.492843 -6.493742
H -4.430382 -1.376155 -6.637231
H -3.400823 -1.029617 -8.042667
C -3.338066 3.149998 -2.485371
C -2.068898 3.306896 -3.267282
N -1.061906 3.434857 -3.894838
H -3.144889 3.316371 -1.424207
H -4.078879 3.873155 -2.830257
H -3.734036 2.142719 -2.622639
C -4.323622 -1.441089 -2.857346
C -5.042509 -0.154807 -2.576784
N -5.614407 0.869391 -2.353841
H -4.873384 -2.016982 -3.603801
H -3.320955 -1.230982 -3.235132
H -4.243627 -2.028583 -1.941303
C -8.554647 -2.155449 -0.507207
C -8.295133 -1.964200 -1.972182
N -8.088097 -1.811549 -3.137150
H -8.430981 -1.206842 0.017786
H -9.572894 -2.517210 -0.355372
H -7.852646 -2.883947 -0.098302
C -8.620240 -0.436377 -6.587604
C -7.361902 -0.282092 -7.384931
N -6.363341 -0.154175 -8.027692
H -8.415835 -0.265988 -5.528796
H -9.363793 0.285843 -6.928574
H -9.017892 -1.444320 -6.715325
C -7.988217 1.794092 -10.719283
C -9.149563 1.182315 -9.993812
N -10.077732 0.695940 -9.418818
H -7.718589 2.743179 -10.253362
H -7.130434 1.120567 -10.678654
H -8.254576 1.971352 -11.762611
C 2.576435 4.724410 -2.342881
C 2.626159 6.174119 -1.959770
N 2.665112 7.327505 -1.654945
H 3.391543 4.183785 -1.857645
H 1.624852 4.290613 -2.030392
H 2.675501 4.622922 -3.424857
C -0.430355 6.906326 -4.931146
C -1.119161 7.759190 -5.955574
N -1.666983 8.437471 -6.770455
H 0.532373 6.567402 -5.316956
H -0.265393 7.482367 -4.018840
H -1.046387 6.036382 -4.696806
C 0.336280 -1.791777 7.789485
C -0.089315 -1.489270 9.196145
N -0.427477 -1.248357 10.314980
H 1.425334 -1.780694 7.720841
H -0.028729 -2.776665 7.494820
H -0.071198 -1.042633 7.109266
C -1.080354 -7.601023 4.591383
C -2.458024 -7.845165 4.049514
N -3.553749 -8.039346 3.618522
H -0.467540 -7.103598 3.837934
H -1.137365 -6.967778 5.478130
H -0.613834 -8.550062 4.860683
C 5.931400 -0.715053 7.157455
C 6.179020 -0.556965 5.685999
N 6.376005 -0.431234 4.514682
H 6.051139 0.246626 7.658905
H 4.916961 -1.081071 7.325784
H 6.642368 -1.427884 7.578509
C -2.891388 1.122542 10.917690
C -3.611260 2.411003 11.189115
N -4.183715 3.435625 11.404960
H -3.450799 0.530602 10.191634
H -1.897479 1.329395 10.518195
H -2.791417 0.551171 11.841661
C 6.972634 3.621800 3.495164
C 8.232578 3.780356 2.695806
N 9.242156 3.912081 2.061645
H 7.177289 3.809292 4.550449
H 6.220534 4.331358 3.145980
H 6.586207 2.607052 3.381314

Atoms 1-6, force components in eV/Å:
C 1.0577 -0.3743 -0.4010
C -0.5719 -0.0363 1.8897
C 1.5052 -1.3164 -0.2546
C -0.7380 1.2617 -0.2667
C 1.2222 0.5037 -0.6716
C -0.8589 -0.3685 0.6468

Calculated values
- HOMO level (eV) = -10.44
- charge = 0
- frontier orbital gap (eV) = 9.82

Below is C40H67AsCl3N5O9P2SSiTc as an isolated structure in a non-equilibrium geometry, with properties calculated with ωB97M-V/def2-TZVPD.

Geometry (Å):
Tc 0.962482 0.641563 1.515017
C -1.894346 5.041103 -4.641804
O -1.481751 4.690110 -3.327775
C -1.960379 5.434006 -2.297403
C -2.802547 6.523454 -2.423874
C -3.246845 7.193546 -1.289863
C -2.867419 6.757388 -0.034561
C -2.023815 5.658916 0.095838
C -1.552230 5.002906 -1.032106
N -0.731387 3.840842 -1.036551
C -0.268673 3.140109 0.030786
N 0.317171 3.903162 0.956759
C 0.695708 3.612522 2.270411
C 0.938306 2.332943 2.757686
C 1.288198 2.249720 4.118057
C 1.405906 3.358468 4.922540
C 1.199048 4.634056 4.405079
C 0.853987 4.758555 3.077174
O 0.632109 5.930510 2.436363
C 0.852759 7.141296 3.160897
N -0.323848 1.809169 0.106979
C -1.055948 1.245582 -1.013734
C -0.356215 0.686529 -2.078998
C -0.973103 0.458813 -3.301594
C -2.303124 0.811155 -3.478803
C -3.025089 1.308638 -2.411652
C -2.429767 1.499947 -1.171450
O -3.230487 2.051000 -0.227109
C -3.066183 1.686287 1.141904
H -1.408115 4.335993 -5.307557
H -1.579321 6.054265 -4.896328
H -2.977870 4.957740 -4.750190
H -3.126540 6.853422 -3.401562
H -3.897946 8.051819 -1.395222
H -3.231711 7.256912 0.854333
H -1.764677 5.311973 1.087352
H -0.781662 3.343238 -1.913808
H 0.374929 4.886223 0.729984
H 1.516874 1.293420 4.560485
H 1.679115 3.241285 5.963602
H 1.303131 5.503492 5.039733
H 0.738162 7.945150 2.442659
H 1.858470 7.167562 3.581164
H 0.116569 7.257874 3.957112
H 0.706605 0.517075 -1.961968
H -0.406909 0.060443 -4.134798
H -2.771644 0.703085 -4.449380
H -4.068235 1.584628 -2.514467
H -2.272680 2.245344 1.638439
H -2.853669 0.618848 1.224868
H -4.012760 1.917020 1.623613
C -4.693426 -3.147125 -2.708054
C -3.298269 -3.665241 -2.436023
C -2.595744 -4.139733 -3.693178
O -2.544615 -2.565687 -1.826372
P -1.538383 -2.685740 -0.634945
O -1.652773 -1.518727 0.258850
C 0.098525 -3.034609 -1.388887
P 1.592030 -2.390779 -0.559225
O 1.420833 -1.376765 0.517144
O 2.359813 -3.601469 0.047173
C 2.503120 -5.040795 -0.180472
C 2.487724 -5.443862 -1.643229
C 1.467165 -5.771404 0.645070
O 2.516037 -1.710541 -1.636401
C 3.181480 -2.272170 -2.805714
C 3.214468 -1.184893 -3.855162
C 4.577315 -2.722869 -2.411009
O -1.814040 -4.088696 0.051842
C -2.673743 -4.230803 1.229622
C -4.096236 -4.518923 0.796365
C -2.087846 -5.315398 2.101673
H -5.284899 -3.924744 -3.192484
H -4.644229 -2.280336 -3.368003
H -5.193237 -2.852465 -1.784150
H -3.337981 -4.481147 -1.714999
H -2.548082 -3.335766 -4.427436
H -3.155954 -4.971568 -4.121988
H -1.580833 -4.482206 -3.473940
H 0.083383 -2.657811 -2.411392
H 0.158184 -4.121220 -1.411462
H 3.492465 -5.247398 0.223708
H 1.520252 -5.260041 -2.115028
H 2.686079 -6.513839 -1.705126
H 3.265034 -4.931500 -2.209508
H 0.455112 -5.550958 0.292973
H 1.549441 -5.479590 1.693079
H 1.635431 -6.845961 0.573091
H 2.594620 -3.120621 -3.166375
H 3.754498 -0.316868 -3.470309
H 2.208760 -0.869092 -4.129947
H 3.722639 -1.551098 -4.748352
H 5.222673 -1.852284 -2.272773
H 5.009371 -3.348788 -3.192829
H 4.557393 -3.290157 -1.477838
H -2.647065 -3.282166 1.756542
H -4.146647 -5.441023 0.213176
H -4.488431 -3.697764 0.190772
H -4.730333 -4.636308 1.675837
H -2.035406 -6.262615 1.560629
H -2.722265 -5.456607 2.978906
H -1.086882 -5.045061 2.439306
C -0.288146 -0.121785 5.292005
As -0.324151 -0.575410 3.394314
C 0.228072 -2.433472 3.524112
C -2.272400 -0.632267 3.361067
H 0.705451 -0.140846 5.724677
H -0.893995 -0.879834 5.783639
H -0.736069 0.856595 5.446280
H -0.566671 -3.020617 3.977816
H 1.109473 -2.482677 4.154277
H 0.468902 -2.824054 2.536315
H -2.641225 0.333472 3.704358
H -2.574045 -1.397942 4.071928
H -2.664875 -0.848891 2.377193
Cl 3.011896 -0.665594 4.757020
Si 3.041529 -0.097683 2.761869
Cl 4.452786 1.430386 2.828540
Cl 4.070296 -1.727664 1.977479
C 6.143257 0.111559 -0.409156
N 4.712318 0.371950 -0.487357
C 4.168168 1.554180 -0.319611
N 4.929625 2.640937 -0.333424
S 2.446929 1.766774 -0.246722
H 6.677331 0.602984 -1.225594
H 6.305652 -0.958883 -0.483990
H 6.543183 0.453719 0.548474
H 4.079913 -0.412477 -0.477152
H 5.936022 2.587339 -0.356145
H 4.501585 3.534336 -0.161586

Atoms 1-6, force components in eV/Å:
Tc 0.3848 0.5112 -0.8587
C -0.0374 -0.0009 -0.0601
O 0.0381 -0.0293 -0.1639
C -0.0027 0.0762 -0.0686
C -0.0740 0.0888 -0.0943
C -0.0075 0.0061 0.0556

Calculated values
- HOMO level (spin up / spin down) (eV) = -11.92 / -11.90
- charge = +2
- relative energy (zero: lowest compared OMol25 entry of this formula, charge and spin) (eV) = 0.000
- frontier orbital gap (spin up / spin down) (eV) = 6.63 / 5.63
- multiplicity = 4

Question: What is the charge in the third record?
Answer: +2